1.
# C36H24Cl2N7O2PdS

C36H24Cl2N7O2PdS as an isolated structure (ωB97M-V/def2-TZVPD, OMol25).

- ΔE to the lowest compared entry with this formula, charge and spin: 21.61 kcal/mol
- Electronic energy: -3365.5838 Eh
- HOMO level (alpha / beta): -15.8 / -16.2 eV
- F_max: 0.020 Eh/bohr
- LUMO level (alpha / beta): -8.7 / -12.1 eV

```
! wB97M-V def2-TZVPD RIJCOSX def2/J DEFGRID3
* xyz 3 5
Pd -0.3235 0.4155 0.7869
Cl -0.0947 -2.0402 -1.8729
Cl 3.1515 -1.7064 -6.1992
S 4.8728 0.8064 6.7364
O -1.1515 0.7862 -1.2932
O 0.9334 1.3755 -0.9144
N 0.5975 -1.5715 -4.8666
N 0.0432 0.5585 3.1529
N 3.2494 0.8986 6.7522
N -2.0538 -0.8034 1.2704
N -1.9171 1.8550 1.0886
N 2.1143 0.0638 1.4814
N 5.1568 0.5433 5.2068
C 1.6448 -1.8435 -3.9682
C -1.7397 3.1706 0.9954
C 4.7935 0.1062 2.2859
C -1.5419 -1.2487 -5.7435
C 1.4862 0.7326 5.0441
C 3.9889 -2.4500 -3.7564
C 2.8531 0.7198 5.5156
C 2.5303 -2.5859 -1.8466
C 2.3998 0.2811 2.7516
C 4.4698 -0.0810 0.9678
C 0.3369 1.0054 -3.1931
C -0.5321 -0.8301 -4.8196
C 0.0016 1.0727 -1.7083
C -2.7294 -0.5902 -5.8272
C -3.1501 1.3272 1.0449
C -2.0391 -2.1264 1.4394
C 3.9649 0.5103 4.5863
C 1.2659 0.5245 3.6790
C 3.7859 -2.7359 -2.4165
C -3.2274 -0.1534 1.1701
C -4.0851 3.5191 0.8364
C -0.8650 0.9767 5.3323
C -2.8051 4.0455 0.8758
C -4.4269 -0.8457 1.2333
C -4.4116 -2.2218 1.3994
C -0.9934 0.7758 3.9644
C 1.4663 -2.1410 -2.6106
C 2.9236 -2.0195 -4.5238
C -3.1971 -2.8782 1.5106
C 3.1193 -0.0839 0.6082
C 3.7459 0.3014 3.2131
C -0.7246 0.3535 -4.0351
C 0.3992 0.9603 5.8868
C -1.9367 0.9977 -4.1665
C -2.9362 0.5421 -5.0234
C -4.2614 2.1455 0.9221
H 5.8200 0.1230 2.6296
H -3.4969 -0.9267 -6.5097
H -0.7156 3.5218 1.0088
H 1.3181 0.5467 -3.2875
H -3.1417 -3.9482 1.6499
H 2.3532 -2.8576 -0.8147
H 2.8189 -0.1841 -0.4268
H -5.3696 -0.3247 1.1604
H -4.9437 4.1698 0.7387
H 0.4597 2.0370 -3.5360
H -2.6280 5.1093 0.8089
H -5.2572 1.7295 0.8906
H -3.8680 1.0871 -5.0946
H 5.2316 -0.2110 0.2126
H 4.9584 -2.5762 -4.2172
H 0.7125 -2.0781 -5.7407
H -5.3414 -2.7725 1.4486
H -2.0993 1.9075 -3.6044
H 4.6078 -3.1072 -1.8190
H -1.7419 1.1470 5.9403
H -1.9680 0.7886 3.4962
H -1.3533 -2.1259 -6.3507
H -1.0641 -2.5909 1.5178
H 0.5568 1.1218 6.9457
*
```


2.
# C36H24IrN10O2S2

C36H24IrN10O2S2 as an isolated structure (ωB97M-V/def2-TZVPD, OMol25).

- Electronic energy: -2984.4714 Eh
- HOMO level (alpha / beta): -12.7 / -13.0 eV
- F_max: 0.016 Eh/bohr
- LUMO level (alpha / beta): -7.0 / -7.1 eV

```
! wB97M-V def2-TZVPD RIJCOSX def2/J DEFGRID3
* xyz 2 2
Ir 0.2921 0.8783 0.1795
S -0.9505 3.0655 1.9225
S -2.3921 4.2289 -1.0929
O 0.1568 2.2614 2.4150
O -0.7559 4.4466 1.5931
N -0.3015 -0.9318 0.9651
N 3.4809 3.9499 -1.8151
N -0.8916 -3.5504 1.6144
N -4.6162 -6.0910 -3.7849
N 1.5356 2.3597 -0.6232
N -1.3714 2.0010 -1.7433
N -1.2682 2.2318 0.5046
N 7.8639 -3.8475 -0.7761
N 1.9013 -0.2054 -0.1922
N -5.6712 2.3048 5.3010
C 7.8716 -2.5228 -0.6871
C 4.1559 -0.2947 -0.8467
C -0.9367 0.6435 -1.4463
C -3.9988 -3.2138 -1.9060
C 2.3343 4.4519 -1.3930
C 2.9759 0.4070 -0.7006
C -3.4687 -3.9183 -2.9934
C -1.4818 -1.2563 1.4788
C -2.3427 3.7657 -2.7742
C -2.3656 1.7893 3.8422
C -2.3226 -3.4548 -3.6514
C -4.1044 -5.1241 -3.4349
C -1.6228 -0.4057 -1.7155
C -3.4780 1.6050 4.6265
C -4.5002 3.5698 3.6349
C 1.3518 3.6626 -0.8008
C 1.9171 -1.4876 0.1991
C -2.3147 2.8630 2.9515
C 2.7403 1.8401 -0.9984
C 5.4842 -2.4003 -0.5720
C -2.2308 -1.5739 -2.1298
C -1.6385 2.7564 -0.6562
C 5.4769 -3.7893 -0.6643
C 6.6864 -4.4609 -0.7668
C -3.3896 -2.0609 -1.4732
C 3.6812 2.6528 -1.6056
C -1.7636 -2.5764 1.8143
C -4.5723 2.4897 4.5376
C 3.0728 -2.2300 0.0823
C 6.7186 -1.7575 -0.5871
C 4.2239 -1.6362 -0.4526
C -3.3853 3.7557 2.8564
C -1.7092 -2.3000 -3.2318
C 0.6210 -1.9149 0.7828
C 0.2899 -3.2202 1.1049
C -1.7823 2.5628 -2.9449
H 5.0236 0.1876 -1.2712
H -3.8042 -1.5044 -0.6432
H -1.9293 -4.0112 -4.4908
H 6.8120 -0.6846 -0.4860
H -2.7232 -2.8414 2.2401
H -1.6249 2.0226 -3.8641
H -3.3255 4.6115 2.1962
H 0.4358 4.1087 -0.4388
H -6.4068 2.9885 5.3136
H 4.6269 2.2463 -1.9408
H 8.8438 -2.0447 -0.6910
H -4.8914 -3.5821 -1.4195
H 0.9924 -4.0272 0.9369
H -5.6820 1.6100 6.0259
H -2.1930 -0.4519 1.6206
H -2.7243 4.4291 -3.5321
H -1.5122 1.1308 3.9412
H -0.8246 -1.9360 -3.7364
H 2.1671 5.5133 -1.5240
H 4.5581 -4.3592 -0.6972
H -5.3225 4.2708 3.5762
H 6.7048 -5.5412 -0.8478
H -3.5069 0.7936 5.3425
H 3.1010 -3.2474 0.4437
*
```


3.
# C36H25AsCl3N5O7S4Tc

C36H25AsCl3N5O7S4Tc as an isolated structure (ωB97M-V/def2-TZVPD, OMol25).

- ΔE to the lowest compared entry with this formula, charge and spin: 40.58 kcal/mol
- Electronic energy: -7477.3279 Eh
- HOMO level (alpha / beta): -1.2 / -1.1 eV
- F_max: 0.078 Eh/bohr
- LUMO level (alpha / beta): 3.3 / 3.3 eV

```
! wB97M-V def2-TZVPD RIJCOSX def2/J DEFGRID3
* xyz -2 2
Tc -1.2985 1.6569 -0.6481
As -3.4227 3.4515 1.0976
Cl 6.5546 -2.8674 -0.7059
Cl 5.0593 -2.2038 4.3735
Cl 0.2618 -5.6001 4.7110
S -2.4601 -4.6954 3.8611
S -3.4651 -1.6918 -2.2948
S -2.1638 -0.4447 0.0248
S -2.5146 3.6503 -1.9687
O -2.0227 2.6025 1.0511
O -3.0049 4.6664 2.4286
O -3.1113 2.3910 -1.4829
O -2.4101 3.7757 -3.3995
O -1.2621 3.9159 -1.2575
O 1.1707 -1.5125 3.0175
O -4.6685 2.6352 1.7201
N 0.8005 -5.9378 -3.3715
N 2.6524 -4.3337 -0.0189
N 1.7748 1.1384 2.1553
N 0.4049 1.4888 0.4572
N -0.4862 0.9563 -2.1268
C -1.3582 -3.4161 -2.5438
C -1.2685 -1.7390 -0.8010
C 0.5201 -3.3381 -1.0005
C -0.7388 -4.4684 3.9069
C 2.4570 0.1106 -4.0712
C -4.2757 5.7969 -2.3057
C 1.6681 0.6664 -3.0959
C 0.5207 -0.8585 -5.1050
C 4.6973 -2.0063 2.6857
C -0.0636 -2.2294 -0.3679
C 2.4395 1.9221 1.2543
C 0.4046 -5.0272 -2.7889
C 5.6361 -2.4568 1.7863
C 3.2888 -1.2627 0.9023
C -5.6076 6.6218 -0.4871
C 1.1044 -2.9194 3.1434
C -4.0573 4.8320 -0.1196
C -5.2420 6.6663 -1.8274
C 3.4963 -1.4031 2.2828
C 1.6987 -3.8863 -0.4893
C -0.3303 -3.3443 3.2419
C 5.3867 -2.2998 0.4261
C -1.4340 -2.6578 2.6796
C 2.2803 0.5632 3.3628
C 0.5478 0.9010 1.6392
C 2.4516 -0.9761 3.2782
C 1.8997 -0.6704 -5.0784
C -0.2922 -0.3122 -4.1439
C -1.9498 -2.3355 -1.8848
C 1.5818 2.1481 0.2212
C 0.2551 0.4615 -3.0797
C -0.1380 -3.9202 -2.1140
C 4.2117 -1.6962 -0.0194
C -5.0120 5.7109 0.3684
C -3.6979 4.8819 -1.4445
C -2.6273 -3.2521 2.9268
H -5.2692 5.6603 1.4188
H -1.3559 -1.7594 2.0952
H 1.5902 -3.4065 2.2817
H 3.4489 2.2471 1.4115
H 2.0992 1.2615 -2.3052
H -1.3614 -0.4575 -4.1661
H 1.6392 -3.2393 4.0540
H 1.7042 2.7368 -0.6669
H -2.7042 4.1134 3.1516
H 2.5313 -1.1252 -5.8287
H 0.0857 -1.4490 -5.8994
H -5.7187 7.3681 -2.5002
H -1.8647 -3.8784 -3.3781
H 3.5295 0.2805 -4.0608
H -6.3700 7.2927 -0.1136
H 6.5423 -2.9346 2.1259
H 4.0183 -1.5917 -1.0749
H -3.6010 -2.9384 2.6090
H -3.9679 5.7927 -3.3410
H 1.5762 0.7597 4.1759
H 0.4229 -1.7789 0.4825
H 2.3689 -0.8252 0.5513
H -0.2011 0.3164 2.1340
H 2.7708 -1.3061 4.2820
H 3.2445 1.0163 3.5998
*
```


4.
# C36H25Br2N2O7PSe2V

C36H25Br2N2O7PSe2V as an isolated structure (ωB97M-V/def2-TZVPD, OMol25).

- ΔE to the lowest compared entry with this formula, charge and spin: 0.90 kcal/mol
- Electronic energy: -13259.5716 Eh
- HOMO level (alpha / beta): -5.0 / -5.1 eV
- F_max: 0.006 Eh/bohr
- LUMO level (alpha / beta): 2.0 / 1.9 eV

```
! wB97M-V def2-TZVPD RIJCOSX def2/J DEFGRID3
* xyz -1 3
Br -0.5575 5.0866 -5.5413
Br -2.2753 4.7515 -0.1648
Se 0.0434 -4.0392 0.5897
Se -1.5241 -1.2593 -1.3473
V 0.2718 0.3529 -0.2866
P -1.6877 -2.9188 0.0811
O -6.1656 2.2004 1.1777
O 1.8573 1.4723 -0.0022
O -0.7944 2.0400 -0.3448
O -0.2974 0.0206 1.4847
O 1.6406 -1.1213 -0.5373
O 0.3897 0.9043 3.4137
O -4.8059 1.1120 -0.0832
N -5.0717 1.7151 0.9342
N 0.4370 0.9455 -2.3768
C -3.8670 -1.8783 1.4845
C 3.4617 -2.5785 -0.5583
C -2.5396 -2.2916 1.5744
C 2.8698 -1.2064 -0.3794
C -1.8028 1.4204 2.6875
C -3.2814 2.8009 4.0058
C -0.6279 4.1110 -3.9121
C -4.2796 2.6513 3.0580
C -2.7924 1.2654 1.7265
C -1.2728 4.6546 -2.8359
C -3.8628 -1.3365 3.8263
C -0.4447 0.7734 2.5416
C -3.7988 -3.6656 -1.6685
C -4.5290 -1.4117 2.6095
C 4.0004 2.3128 0.3311
C -2.0511 2.1865 3.8188
C -0.0217 2.8359 -3.8215
C 5.0979 -0.2186 0.0469
C 5.3493 2.1243 0.4358
C -4.9722 -5.7596 -1.4976
C -4.7921 -4.5310 -2.1121
C -1.8768 -2.2183 2.7921
C -4.1516 -6.1271 -0.4379
C -0.7689 2.7251 -1.4320
C -4.0082 1.8861 1.9368
C -2.5365 -1.7332 3.9138
C -3.1570 -5.2691 0.0006
C 3.6980 -0.0678 -0.0673
C -0.1003 2.1749 -2.5809
C 5.9211 0.8451 0.2946
C -2.9759 -4.0292 -0.6100
C 1.1695 0.9099 -4.6338
C 0.6494 2.1540 -4.8600
C 1.0391 0.3261 -3.3626
C 3.1175 1.2253 0.0822
C -1.3487 3.9730 -1.6131
H 0.7368 2.6226 -5.8311
H 5.5279 -1.2051 -0.0663
H 1.4186 -0.6658 -3.1485
H -4.2840 -7.0876 0.0446
H -2.0066 -1.6587 4.8554
H 6.9903 0.7081 0.3818
H -5.4261 -4.2379 -2.9397
H -1.2549 2.2875 4.5445
H -2.4988 -5.5578 0.8111
H -4.3752 -0.9560 4.7017
H 5.9901 2.9757 0.6342
H -1.7392 5.6264 -2.9206
H 1.6765 0.3662 -5.4185
H 4.1238 -2.5957 -1.4266
H -3.6619 -2.7043 -2.1463
H -5.7476 -6.4324 -1.8433
H 4.0472 -2.8650 0.3154
H -5.5612 -1.0911 2.5312
H -5.2500 3.1113 3.1690
H -4.3814 -1.9076 0.5314
H 3.5507 3.2904 0.4453
H -3.4641 3.3983 4.8896
H -2.6247 0.6757 0.8373
H 2.6429 -3.2804 -0.6959
H -0.8418 -2.5324 2.8468
*
```


5.
# C36H25Cl3FeN9O2S

C36H25Cl3FeN9O2S as an isolated structure (ωB97M-V/def2-TZVPD, OMol25).

- ΔE to the lowest compared entry with this formula, charge and spin: 134.29 kcal/mol
- Electronic energy: -5071.8101 Eh
- HOMO level (alpha / beta): -13.0 / -13.9 eV
- F_max: 0.083 Eh/bohr
- LUMO level (alpha / beta): -7.2 / -8.1 eV

```
! wB97M-V def2-TZVPD RIJCOSX def2/J DEFGRID3
* xyz 2 6
Fe 0.2682 -1.2096 0.7332
Cl 4.7646 -2.6422 2.9221
Cl 4.0187 -3.9135 0.5541
Cl 3.0381 -5.1036 3.0240
S -0.4978 1.8514 -0.1040
O -2.0043 2.4459 0.1921
O -3.7457 -0.1029 -1.3200
N 0.3638 -1.2979 2.6226
N -0.0808 0.7225 1.1476
N -0.2965 -4.3337 0.1438
N -2.7065 -0.6116 0.7658
N -0.6459 -1.8545 -0.8305
N 1.7638 -2.2337 0.8196
N 1.0448 -6.3659 -1.1605
N -0.6634 0.0359 -7.6011
N -4.2452 1.9011 -0.1058
C 1.3129 -0.8768 5.2212
C 3.4541 -3.4777 2.1407
C 0.5612 0.1019 4.5630
C -1.4852 -0.6679 -2.7505
C -4.4292 1.0660 -1.0521
C -0.1376 -2.8011 -1.6910
C 1.7096 5.8407 0.3843
C 0.1631 -0.1215 3.2418
C -0.0032 -2.5308 -3.0366
C -0.6274 -1.3819 -3.5796
C -1.5518 -0.9736 -1.3648
C 0.5610 5.6350 -0.4699
C 1.7439 -1.9864 4.5746
C -0.7585 -1.7587 -6.0499
C 2.1261 4.7428 1.1458
C -0.2020 -5.5466 0.6481
C -0.4964 -0.9199 -4.9757
C 2.4948 7.0891 0.4107
C 1.2270 -2.2908 3.1922
C -0.7611 -1.2411 -7.3283
C 0.5024 3.3401 0.1361
C -3.1939 1.8144 0.8904
C -2.6561 -0.4191 -0.5605
C -0.0388 4.4002 -0.5926
C -0.3171 0.4404 -5.2469
C 0.9621 -5.1650 -1.6581
C 1.6003 3.3900 0.9523
C -0.6742 2.1917 3.0959
C 0.4214 -6.6064 0.0142
C 0.0609 1.2510 5.1856
C 2.1681 -2.5833 1.9598
C 0.2065 -4.0776 -1.0501
C -0.3949 0.8983 -6.5263
C -0.3129 1.0036 2.4554
C -0.5768 2.2596 4.4930
C -3.2149 0.3810 1.4179
H 0.3365 -3.2617 -3.7637
H 2.9354 4.8595 1.8681
H 0.2522 6.5155 -1.0473
H -0.1689 1.8863 -6.7890
H -0.7394 -5.7235 1.5347
H -0.1207 1.1183 -4.3910
H -2.0712 0.1705 -3.1048
H 0.1874 1.3463 6.2610
H -1.0259 3.0935 5.0275
H 0.4936 -7.6856 0.3970
H -1.0046 -1.9517 -8.1598
H 2.0784 7.8893 -0.1787
H 1.5914 -0.7007 6.2381
H 1.5539 -5.0347 -2.5522
H 2.3960 -2.6841 5.0579
H -3.4598 2.6209 1.5863
H 2.0499 2.5191 1.3531
H 2.4843 7.5251 1.3954
H -1.0175 4.2730 -1.1719
H 3.5301 7.0032 0.1346
H -0.9372 -2.8125 -6.0008
H -3.6534 0.1912 2.3867
H -0.9720 3.0881 2.5193
H -5.2052 1.2660 -1.8464
H 0.6673 -3.2186 3.2530
*
```


6.
# C36H25N6O2PPtS3

C36H25N6O2PPtS3 as an isolated structure (ωB97M-V/def2-TZVPD, OMol25).

- ΔE to the lowest compared entry with this formula, charge and spin: 4.68 kcal/mol
- Electronic energy: -3521.0021 Eh
- HOMO level (alpha / beta): -7.4 / -8.3 eV
- F_max: 0.010 Eh/bohr
- LUMO level (alpha / beta): -0.1 / -3.2 eV

```
! wB97M-V def2-TZVPD RIJCOSX def2/J DEFGRID3
* xyz 0 5
Pt 0.8962 -0.8489 -0.5090
S 2.8536 -1.1098 -1.8648
S -2.8728 -0.9294 0.4511
S 3.0148 -3.4274 -0.3353
P 0.8779 0.2078 1.5626
O -2.4834 0.1801 1.2832
O -3.6137 -2.0014 1.0567
N -1.4652 -1.4760 -0.1566
N 6.6995 -3.6067 0.4771
N -0.1367 -2.3326 -1.7093
N -5.8986 1.1951 -4.1669
N -2.4060 -3.0153 -1.7190
N 6.3732 0.1254 -1.9610
C -0.5567 -1.1951 3.4608
C 0.1553 -3.1515 -2.7137
C 3.9301 -2.1485 -0.9710
C -0.3815 2.6205 2.1638
C 5.8881 -0.8060 -1.4926
C -0.8478 -1.6172 4.7481
C -3.4056 0.9033 -1.4803
C 3.1734 1.7623 0.9947
C 6.0849 -2.8625 -0.1489
C 0.0346 1.7454 1.1983
C 5.2724 -1.9554 -0.9001
C -0.8501 3.5530 -1.9347
C -0.8271 -3.9357 -3.2753
C -5.1702 0.6744 -3.1046
C -5.5385 -0.5387 -2.5234
C -0.4548 2.6481 -2.8784
C 4.9034 -0.2242 1.9097
C 5.4074 0.9778 1.4212
C 3.5387 -0.4413 1.9192
C -2.1079 -3.8050 -2.7362
C -1.3946 -2.3056 -1.2047
C -3.7791 -0.3115 -0.9185
C -1.1099 4.1592 0.4613
C 1.3188 0.0701 4.3108
C 0.0926 1.3999 -2.4973
C 2.6679 0.5597 1.4761
C -0.1317 2.0214 -0.1833
C 0.5284 -0.3485 3.2383
C -4.0968 1.3912 -2.5712
C 4.5457 1.9610 0.9588
C -0.9662 3.8459 1.7843
C -4.8440 -1.0354 -1.4360
C 0.2462 1.0792 -1.1765
C -0.6990 3.2635 -0.5562
C 1.0175 -0.3542 5.5940
C -0.0631 -1.1988 5.8122
H 3.1407 -1.3863 2.2715
H -0.5693 2.8749 -3.9311
H 2.5010 2.5361 0.6460
H 4.9484 2.8836 0.5632
H -1.5536 5.1038 0.1699
H -0.6129 -4.6046 -4.0935
H 1.1803 -3.1541 -3.0621
H -1.2975 4.5377 2.5467
H -3.8127 2.3394 -3.0114
H 0.3752 0.6956 -3.2721
H -1.1754 -1.5137 2.6370
H -0.2725 2.3712 3.2121
H -2.9364 -4.3724 -3.1471
H -6.4265 0.5279 -4.7044
H -1.6890 -2.2758 4.9152
H -2.5841 1.4617 -1.0556
H -5.4159 1.8670 -4.7397
H -5.1103 -1.9775 -0.9784
H 6.4760 1.1386 1.3845
H 1.6288 -0.0263 6.4240
H 5.5777 -0.9938 2.2627
H -1.2840 4.5018 -2.2268
H -0.2922 -1.5334 6.8153
H 2.1641 0.7256 4.1453
H -6.3793 -1.0887 -2.9287
*
```